{"formula": "C21H20O13Si", "method": "the ωB97M-V functional and the def2-TZVPD basis", "symbols": ["O", "C", "C", "C", "O", "C", "O", "C", "C", "O", "H", "H", "H", "H", "O", "C", "C", "C", "O", "C", "O", "C", "C", "O", "H", "H", "H", "H", "O", "C", "C", "C", "O", "C", "O", "C", "C", "O", "H", "H", "H", "H", "Si", "C", "C", "C", "O", "H", "H", "H", "H", "H", "H", "H", "H"], "positions_angstrom": [[-0.253, 0.967, -0.260], [-0.891, 0.237, 0.476], [-2.305, 0.469, 0.778], [-2.965, -0.346, 1.604], [-4.272, -0.149, 1.894], [-2.294, -1.511, 2.248], [-2.928, -2.220, 3.010], [-0.888, -1.759, 1.929], [-0.226, -0.948, 1.100], [1.076, -1.167, 0.795], [-2.780, 1.319, 0.307], [-4.511, -0.867, 2.509], [-0.419, -2.618, 2.390], [1.332, -0.451, 0.183], [2.291, 1.095, -3.945], [3.122, 0.280, -3.586], [3.938, -0.485, -4.531], [4.825, -1.379, -4.089], [5.591, -2.094, -4.944], [5.015, -1.634, -2.632], [5.820, -2.471, -2.270], [4.214, -0.851, -1.687], [3.330, 0.045, -2.129], [2.580, 0.783, -1.272], [3.790, -0.292, -5.584], [6.144, -2.667, -4.380], [4.373, -1.033, -0.632], [2.020, 1.353, -1.837], [1.228, 6.398, -1.672], [2.273, 5.900, -2.046], [3.542, 6.634, -2.044], [4.662, 6.053, -2.479], [5.843, 6.712, -2.483], [4.666, 4.648, -2.981], [5.705, 4.159, -3.386], [3.403, 3.908, -2.961], [2.284, 4.487, -2.523], [1.108, 3.817, -2.493], [3.525, 7.652, -1.680], [6.492, 6.079, -2.842], [3.422, 2.887, -3.310], [0.457, 4.450, -2.139], [-4.411, -4.527, 4.515], [-6.039, -3.508, 4.337], [-7.192, -4.650, 4.783], [-8.765, -4.161, 4.555], [-8.001, -5.209, 3.680], [-4.695, -5.972, 4.693], [-3.535, -4.434, 3.345], [-3.758, -4.031, 5.740], [-6.144, -2.675, 5.083], [-6.285, -3.226, 3.278], [-6.961, -5.307, 5.718], [-8.472, -3.107, 4.327], [-9.085, -4.581, 5.540]], "fmax_ev_per_a": 6.03, "gap_ev": 7.83, "smiles": "O=C1C=C(O)C(=O)C=C1O.O=C1C=C(O)C(=O)C=C1O.O=C1C=C(O)C(=O)C=C1O.[SiH3]C[C@H]1CO1", "charge": 0}

---

{"formula": "C4H2N2O", "method": "the ωB97M-V functional and the def2-TZVPD basis", "symbols": ["N", "C", "C", "C", "N", "C", "O", "H", "H"], "positions_angstrom": [[3.342, -0.483, 0.101], [2.178, -0.577, 0.028], [0.811, -0.637, -0.022], [-0.348, -1.161, 0.056], [-0.493, 0.213, -0.324], [-1.247, 1.284, -0.108], [-0.944, 2.396, 0.191], [-1.057, -1.916, 0.420], [-2.242, 0.881, -0.342]], "de_lowest_kcal_mol": 89.9, "fmax_ev_per_a": 4.37, "gap_ev": 8.60, "smiles": "N#CC1=CN1C=O", "charge": 0}